DFT (the ωB97M-V functional and the def2-TZVPD basis) results for a molecular structure, C45H54BF5N2O3P2S3Tb.

The LUMO energy (spin up / spin down) is 1.798 / 1.435 eV. As for the expectation value of S²: 12.932. Its charge is -1. As for the multiplicity: 7. The HOMO-LUMO gap (spin up / spin down) comes out at 0.10189 / 0.23714 hartree. Its energy above the lowest of the compared OMol25 structures with the same formula, charge and spin is 200.82 kcal per mole.

Structure (XYZ):
```
116
Properties=species:S:1:pos:R:3:lowdin_charge:R:1
Tb -1.048 1.592 -0.734 1.113
S 1.546 0.720 -1.647 0.266
P 0.730 -1.128 -2.127 0.523
C -0.988 -0.822 -1.693 -0.520
P -2.560 -0.724 -2.606 0.488
S -3.045 1.295 -2.457 0.240
C -3.749 -1.850 -1.866 -0.345
C -3.281 -3.040 -1.271 -0.087
C -4.224 -3.907 -0.733 -0.089
C -5.567 -3.737 -1.065 -0.100
C -6.029 -2.516 -1.555 -0.083
C -5.108 -1.535 -1.940 -0.075
C -2.607 -1.101 -4.326 -0.431
C -2.927 -2.388 -4.808 -0.129
C -3.212 -2.551 -6.159 -0.148
C -2.988 -1.529 -7.056 -0.168
C -2.718 -0.249 -6.572 -0.138
C -2.380 -0.074 -5.245 -0.188
C 1.073 -1.674 -3.822 -0.337
C 1.472 -2.976 -4.071 -0.103
C 1.864 -3.326 -5.332 -0.103
C 1.913 -2.416 -6.366 -0.090
C 1.613 -1.054 -6.133 -0.054
C 1.224 -0.716 -4.816 -0.098
C 1.593 -2.317 -1.074 -0.449
C 2.882 -2.674 -1.413 -0.186
C 3.491 -3.736 -0.753 -0.144
C 2.805 -4.347 0.306 -0.180
C 1.662 -3.708 0.861 -0.150
C 0.956 -2.761 0.088 -0.134
H -2.261 -3.227 -1.258 0.078
H -3.926 -4.809 -0.225 0.095
H -6.291 -4.530 -0.815 0.103
H -7.098 -2.397 -1.650 0.095
H -5.478 -0.571 -2.332 0.110
H -2.996 -3.300 -4.216 0.089
H -3.588 -3.520 -6.508 0.091
H -3.035 -1.638 -8.119 0.066
H -2.776 0.580 -7.249 0.080
H -1.975 0.901 -4.883 0.063
H 1.455 -3.796 -3.370 0.111
H 2.132 -4.357 -5.566 0.105
H 2.119 -2.736 -7.361 0.084
H 1.745 -0.304 -6.919 0.099
H 1.039 0.318 -4.540 0.078
H 3.361 -2.183 -2.287 0.106
H 4.439 -4.157 -1.056 0.083
H 3.276 -5.209 0.822 0.072
H 1.292 -4.089 1.811 0.071
H 0.001 -2.357 0.411 0.046
C 3.067 2.586 0.907 -0.131
N 1.673 2.888 1.206 -0.236
C 1.401 2.767 2.685 -0.064
C 1.278 4.235 0.737 -0.206
C 1.165 4.311 -0.768 -0.215
N -0.134 3.857 -1.361 -0.347
C 0.148 3.608 -2.844 -0.120
C -1.114 4.995 -1.165 -0.060
H 3.721 2.767 1.771 0.074
H 3.559 3.069 0.009 0.099
H 3.197 1.480 0.674 0.078
H 1.744 3.693 3.178 0.102
H 2.016 1.874 3.135 0.033
H 0.352 2.574 2.867 0.052
H 2.039 4.968 1.093 0.128
H 0.305 4.562 1.196 0.105
H 1.911 3.645 -1.163 0.074
H 1.388 5.346 -1.108 0.134
H 0.629 4.458 -3.313 0.086
H -0.829 3.391 -3.273 0.063
H 0.801 2.742 -2.994 -0.001
H -0.913 5.783 -1.901 0.093
H -0.983 5.387 -0.162 0.068
H -2.110 4.568 -1.278 0.078
C 2.640 -2.201 4.756 -0.020
C 3.220 -0.889 5.269 -0.430
C 3.358 -0.927 6.755 -0.034
O 2.258 0.238 5.025 0.101
B 2.947 1.054 4.172 -0.418
O 4.259 0.808 3.817 0.092
C 4.582 -0.480 4.517 -0.408
C 5.791 -0.148 5.401 -0.022
C 4.988 -1.486 3.426 -0.019
H 1.721 -2.439 5.269 0.081
H 3.358 -3.030 4.957 0.105
H 2.345 -2.197 3.710 0.081
H 2.362 -1.196 7.116 0.095
H 3.663 0.040 7.136 0.088
H 4.031 -1.678 7.173 0.100
H 5.529 0.424 6.285 0.075
H 6.490 0.355 4.748 0.087
H 6.323 -1.030 5.802 0.098
H 4.247 -1.462 2.631 0.089
H 5.073 -2.550 3.797 0.101
H 5.989 -1.215 2.978 0.107
C -2.051 -1.518 2.085 -0.195
S -0.739 -0.296 2.455 0.932
C -1.295 0.640 3.874 -0.227
O -0.850 0.709 1.260 -0.751
H -1.907 -1.863 1.069 0.019
H -3.001 -0.984 2.208 0.070
H -1.916 -2.377 2.755 0.066
H -1.562 -0.134 4.625 0.075
H -2.189 1.214 3.532 0.075
H -0.505 1.286 4.202 0.028
F -1.584 4.505 1.765 -0.007
C -2.850 3.975 1.737 -0.273
C -3.048 2.809 1.028 -0.017
C -4.401 2.425 1.124 -0.284
F -4.841 1.296 0.553 0.039
C -5.391 3.050 1.839 -0.166
F -6.690 2.746 1.655 0.096
C -5.077 4.172 2.581 -0.161
F -6.047 4.801 3.258 0.105
C -3.832 4.691 2.402 -0.172
F -3.539 5.939 2.814 0.086
```

---

DFT (the ωB97M-V functional and the def2-TZVPD basis) results for a molecular structure, C45H54BiBr4GeN2O4PSi3.

The LUMO energy is 3.666 eV. Its charge is -2. The HOMO-LUMO gap comes out at 0.17154 hartree. Its energy above the lowest of the compared OMol25 structures with the same formula, charge and spin is 35.63 kcal per mole.

Structure (XYZ):
```
115
Properties=species:S:1:pos:R:3:lowdin_charge:R:1
Bi -0.451 0.914 0.775 1.710
Br -0.096 4.733 6.936 0.636
C 0.354 3.533 5.538 -0.774
C 1.329 2.564 5.717 -0.767
Br 2.273 2.444 7.357 0.646
C 1.617 1.670 4.670 -0.630
Br 2.946 0.330 4.847 0.737
C 0.969 1.723 3.430 -0.451
O 1.231 0.917 2.450 -0.318
C -0.033 2.742 3.246 -0.433
O -0.653 2.819 2.090 -0.337
C -0.312 3.605 4.301 -0.629
Br -1.645 4.919 3.966 0.698
N -1.554 -2.603 3.958 0.180
C -0.668 -1.937 3.163 -0.496
O -0.973 -0.852 2.682 -0.078
C 0.702 -2.567 3.062 -0.097
C 1.369 -2.331 1.720 -0.162
H -2.500 -2.257 3.948 0.106
H -1.422 -3.593 4.080 0.087
H 0.642 -3.637 3.270 0.105
H 1.298 -2.098 3.852 0.094
H 1.253 -1.274 1.460 0.040
H 2.443 -2.522 1.807 0.105
C -1.506 -3.017 -4.866 -0.114
C -0.622 -3.627 -3.987 -0.092
C -0.592 -3.253 -2.648 -0.077
C -1.445 -2.263 -2.168 -0.346
C -2.328 -1.657 -3.061 -0.129
C -2.368 -2.033 -4.395 -0.105
P -1.305 -1.707 -0.406 1.028
C -0.710 -3.135 0.475 -0.384
C -1.511 -4.054 1.141 -0.174
C -1.008 -5.240 1.674 -0.189
C 0.350 -5.575 1.359 -0.178
C 1.191 -4.688 0.777 -0.098
C 0.810 -3.227 0.595 -0.349
C -3.096 -1.608 0.022 -0.305
C -3.946 -2.576 -0.461 -0.119
C -5.321 -2.571 -0.158 -0.090
C -5.828 -1.611 0.668 -0.064
C -4.990 -0.615 1.221 -0.188
C -5.522 0.338 2.128 -0.077
C -4.715 1.293 2.670 -0.096
C -3.355 1.375 2.282 -0.141
C -2.779 0.499 1.391 -0.245
C -3.600 -0.569 0.878 -0.192
H -1.524 -3.305 -5.910 0.089
H 0.048 -4.402 -4.342 0.096
H 0.083 -3.746 -1.957 0.095
H -3.012 -0.895 -2.701 0.087
H -3.069 -1.559 -5.074 0.093
H -2.581 -3.884 1.186 0.086
H -1.657 -5.952 2.172 0.053
H 0.688 -6.594 1.537 0.079
H 2.194 -4.983 0.474 0.079
H 1.291 -2.841 -0.313 0.084
H -3.548 -3.367 -1.085 0.109
H -5.966 -3.338 -0.573 0.093
H -6.884 -1.605 0.927 0.099
H -6.577 0.281 2.381 0.095
H -5.116 2.010 3.379 0.096
H -2.755 2.185 2.691 0.065
C 4.297 2.321 1.447 -0.219
Si 3.299 2.578 -0.140 0.269
C 4.578 3.293 -1.362 -0.234
C 2.163 4.052 0.212 -0.217
Ge 2.095 0.636 -0.892 0.472
Si 1.791 1.425 -3.159 0.266
C 3.148 1.296 -4.489 -0.243
C 1.179 3.220 -3.276 -0.241
C 0.382 0.425 -3.939 -0.247
Si 4.014 -0.748 -1.349 0.281
C 3.472 -2.184 -2.474 -0.240
C 5.576 -0.091 -2.222 -0.239
C 4.734 -1.545 0.225 -0.233
H 5.051 3.106 1.576 0.021
H 4.807 1.351 1.444 0.008
H 3.635 2.335 2.318 0.004
H 4.974 4.252 -1.005 0.018
H 4.133 3.454 -2.351 -0.004
H 5.418 2.604 -1.492 -0.002
H 2.712 4.882 0.672 0.025
H 1.352 3.768 0.893 0.003
H 1.691 4.416 -0.708 0.007
H 4.040 1.876 -4.229 0.001
H 2.772 1.663 -5.453 0.016
H 3.458 0.253 -4.620 0.010
H 1.978 3.942 -3.082 0.005
H 0.402 3.374 -2.519 -0.002
H 0.744 3.436 -4.259 0.018
H 0.615 -0.647 -3.951 0.013
H 0.166 0.739 -4.969 0.023
H -0.529 0.552 -3.343 0.004
H 2.921 -1.798 -3.341 0.003
H 2.801 -2.869 -1.944 0.001
H 4.328 -2.763 -2.841 0.018
H 5.334 0.554 -3.069 -0.010
H 6.182 -0.928 -2.589 0.018
H 6.187 0.493 -1.524 0.010
H 4.388 -2.578 0.343 0.011
H 4.420 -0.991 1.116 0.005
H 5.830 -1.552 0.201 0.014
O -1.333 2.399 -0.910 -0.281
N -2.582 2.736 -0.729 -0.202
C -3.554 2.066 -1.363 -0.007
C -4.876 2.395 -1.161 -0.037
C -5.204 3.428 -0.299 -0.069
C -4.180 4.089 0.352 -0.038
C -2.869 3.721 0.135 -0.012
H -3.203 1.282 -2.017 0.128
H -5.639 1.826 -1.674 0.113
H -6.238 3.698 -0.129 0.105
H -4.386 4.888 1.050 0.114
H -2.010 4.145 0.641 0.127
```